The following is a quantum chemistry calculation of a 2-piece molecular cluster, C14H23ClN5O2Si overall, from OMol25.

Results
* 2S+1: 1
* net charge: +1
* calculated total energy: -46818.0753 eV
* frontier orbital gap: 0.242 hartree

Each line ends with the natural charge from an NBO analysis.
Element x y z (Å)
1 C -4.20 0.39 -0.77  -1.12
2 Si -2.70 1.56 -1.12  1.52
3 C -2.53 2.01 -3.01  -1.12
4 C -3.12 3.27 -0.24  -1.10
5 C -1.03 0.97 -0.33  0.06
6 N -0.92 0.21 1.01  -0.21
7 Cl -2.23 -0.26 2.09  0.33
8 N 0.43 -0.08 1.32  -0.20
9 C 1.21 0.52 0.15  0.41
10 C 2.84 0.40 0.10  -0.49
11 C 3.66 1.53 0.96  -0.43
12 C 2.74 2.67 1.68  -0.25
13 N 2.37 3.84 0.76  -0.84
14 N 0.36 1.18 -0.93  -0.11
15 O 0.74 1.76 -2.08  -0.17
16 N 0.62 0.93 -3.14  0.37
17 O 1.36 1.28 -4.07  -0.19
18 H -4.60 0.68 0.32  0.26
19 H -5.06 0.66 -1.53  0.28
20 H -3.87 -0.73 -0.78  0.26
21 H -3.56 2.49 -3.34  0.28
22 H -1.64 2.79 -3.13  0.25
23 H -2.35 1.07 -3.69  0.26
24 H -3.50 3.04 0.87  0.25
25 H -2.08 3.83 -0.12  0.24
26 H -3.91 3.89 -0.85  0.28
27 H 3.14 -0.69 0.50  0.29
28 H 3.15 0.48 -1.04  0.25
29 H 4.25 0.97 1.83  0.24
30 H 4.46 2.08 0.26  0.26
31 H 1.80 2.24 2.27  0.18
32 H 3.42 3.16 2.54  0.23
33 H 1.65 3.56 0.06  0.34
34 H 1.94 4.57 1.41  0.37
35 C 1.38 -5.22 2.03  -0.21
36 C 1.05 -3.87 2.04  -0.21
37 C 0.26 -3.34 1.01  -0.24
38 C -0.19 -4.16 -0.02  -0.21
39 C 0.14 -5.51 -0.03  -0.21
40 C 0.93 -6.04 0.99  -0.20
41 H 1.99 -5.64 2.83  0.22
42 H 1.39 -3.23 2.85  0.21
43 H 0.01 -2.28 1.02  0.19
44 H -0.80 -3.74 -0.81  0.20
45 H -0.21 -6.16 -0.83  0.22
46 H 1.20 -7.10 0.99  0.22